1.
Computed, not measured: a gas-phase ion, CHClO2PS (charge -1) in a non-equilibrium geometry, with the ωB97M-V functional and the def2-TZVPD basis.

Computed properties:
HOMO energy = -4.971 eV
Net charge = -1
2S+1 = 1
Orbital gap = 8.17 eV
Electronic energy = -37797.88364 eV
Structure (SMILES) = O=[P@@]([O-])(Cl)C=S
Energy above the lowest of the compared OMol25 structures with the same formula, charge and spin = 0.796 eV

Geometry as XYZ:
```
7
CHClO2PS | the Open Molecules 2025 dataset | the ωB97M-V functional and the def2-TZVPD basis
O -1.7208 1.1786 0.0218
P -0.7153 0.1325 0.2654
O -0.3353 -0.3063 1.7788
Cl -1.3717 -1.6254 -0.8154
C 0.9566 0.1329 -0.4052
S 1.8705 1.3335 -0.1901
H 1.3162 -0.8457 -0.6552
```

=====

2.
Computed, not measured: a molecular structure, CHClO2S in a non-equilibrium geometry, with the ωB97M-V functional and the def2-TZVPD basis.

Computed properties:
HOMO energy (spin up / spin down) = -9.870 / -9.869 eV
2S+1 = 1
Orbital gap (spin up / spin down) = 8.14 / 8.14 eV
Electronic energy = -28501.89194 eV
Energy above the lowest of the compared OMol25 structures with the same formula, charge and spin = 2.944 eV

Geometry as XYZ:
```
6
CHClO2S | the Open Molecules 2025 dataset | the ωB97M-V functional and the def2-TZVPD basis
C -0.7073 -0.4579 -0.3708
O 0.3853 1.8851 -0.1793
O 1.9727 -0.1273 0.2456
S 0.6472 0.4321 0.1528
Cl -0.6209 -2.0858 0.0720
H -1.6770 0.3537 0.0797
```